The following is a DFT calculation (the ωB97M-V functional and the def2-TZVPD basis) of 2 unconnected molecules or ions with the total composition C12H23NO3S at a distorted geometry.

Results
Multiplicity   1
Net charge   0
Energy   -31278.800 eV
Structure (SMILES)   CC(C)C[C@H]1CCS(=O)(=O)OC1.CCCC#N
Energy relative to the best compared isomer or geometry (same formula, charge and spin)   82.6 kcal/mol
Orbital gap   10.690 eV

Structure (XYZ):
```
40
C12H23NO3S (the ωB97M-V functional and the def2-TZVPD basis)
C 4.8787 0.9101 -1.7125
C 3.2577 0.8025 -1.3126
C 3.2115 0.8985 0.3285
C 2.7332 -0.6089 -1.9445
C 1.1113 -0.7520 -2.1286
C 0.2867 -0.8907 -0.6795
C -1.0229 0.1132 -0.5921
S -0.7475 1.8203 -1.3059
O -2.1085 2.3712 -1.8125
O -0.0752 2.8252 -0.2931
O 0.3204 1.7062 -2.6276
C 0.4308 0.3411 -3.1546
H 5.1826 2.0212 -1.3991
H 5.5160 0.2032 -1.0321
H 5.0743 0.8061 -2.8611
H 2.7723 1.7710 -1.7527
H 2.3410 1.6234 0.6216
H 4.2235 1.3904 0.6671
H 3.1596 -0.1631 0.8213
H 3.2091 -0.8479 -3.0125
H 3.0665 -1.4836 -1.2068
H 0.9434 -1.8136 -2.6514
H -0.1631 -1.9949 -0.6067
H 0.9898 -0.7813 0.2554
H -1.2307 0.2619 0.5738
H -2.0051 -0.3428 -1.0485
H -0.6663 -0.0544 -3.4036
H 1.0133 0.2899 -4.1876
C -3.8542 -0.0172 4.2311
C -4.2141 -0.2514 2.7674
C -4.1246 -1.7236 2.3609
C -2.7034 -2.2252 2.5574
N -1.5242 -2.6412 2.7204
H -2.8179 -0.2993 4.4428
H -3.9597 1.0427 4.4835
H -4.5109 -0.5927 4.8935
H -3.5466 0.3496 2.1377
H -5.2338 0.1078 2.5903
H -4.4048 -1.8404 1.3087
H -4.8080 -2.3314 2.9638
```